Entry 1:
Computed, not measured: a structure of composition C44H40F2N4O6Pt in a non-equilibrium geometry, with ωB97M-V with the def2-TZVPD basis set.

Output
⟨S²⟩: 2.005
gap between HOMO and LUMO (alpha / beta): 2.95 / 6.27 eV
E: -73197.1622 eV
spin multiplicity: 3
largest force on an atom: 4.13 eV/Å

Element x y z (Å)
Pt 0.038 -0.445 1.005
C -3.637 4.057 5.140
C -2.923 3.082 6.051
C -3.839 2.221 6.928
C -2.873 1.454 7.866
C -2.080 0.522 6.978
C -1.872 -0.772 7.309
C -0.976 -1.592 6.597
F -0.835 -2.878 6.986
C -0.370 -1.114 5.435
C -0.724 0.177 4.976
C -0.352 0.582 3.651
O 0.382 -0.266 2.999
C -0.611 1.912 3.306
C -1.271 2.746 4.171
N -1.903 2.323 5.263
C -1.579 1.025 5.727
C -0.290 2.533 1.952
O -0.235 3.761 1.801
O -0.011 1.698 0.990
H -4.161 4.756 5.816
H -4.344 3.544 4.552
H -2.943 4.649 4.522
H -2.354 3.775 6.781
H -4.495 1.559 6.274
H -4.515 2.922 7.457
H -3.414 0.876 8.602
H -2.206 2.182 8.402
H -2.172 -1.060 8.299
H 0.239 -1.751 4.802
H -1.290 3.761 3.833
C 2.447 -1.956 -6.402
C 3.196 -1.388 -5.144
N 2.309 -1.073 -3.979
C 2.668 -1.560 -2.757
C 2.000 -1.189 -1.591
C 2.640 -1.350 -0.236
O 3.695 -1.908 -0.081
O 2.012 -0.717 0.786
C 0.835 -0.374 -1.718
O -0.181 -0.291 -0.935
C 0.674 0.373 -2.973
C -0.129 1.550 -3.050
C 0.164 2.477 -3.980
F -0.365 3.740 -3.816
C 1.117 2.301 -5.077
C 1.643 1.029 -5.103
C 1.625 0.116 -3.982
N 1.595 3.300 -5.883
C 3.040 3.554 -5.996
C 3.248 4.166 -7.401
N 2.374 5.429 -7.615
C 0.932 4.955 -7.649
C 0.604 4.298 -6.330
H 2.624 -1.428 -7.366
H 1.311 -2.066 -6.198
H 2.784 -3.004 -6.422
H 3.810 -0.485 -5.370
H 3.947 -2.198 -4.913
H 3.430 -2.307 -2.756
H -0.969 1.705 -2.367
H 2.117 0.733 -6.083
H 3.505 2.576 -5.963
H 3.471 4.210 -5.243
H 2.948 3.511 -8.209
H 4.256 4.468 -7.640
H 2.609 5.879 -8.559
H 2.564 6.193 -6.935
H 0.919 4.253 -8.473
H 0.219 5.758 -7.928
H -0.328 3.825 -6.441
H 0.464 5.048 -5.496
C 0.179 -6.310 4.644
C -0.848 -6.065 3.751
C -0.785 -4.936 2.912
C 0.449 -4.211 2.757
C 1.505 -4.484 3.675
C 1.352 -5.490 4.579
C 0.593 -3.030 1.969
C -0.325 -2.448 1.162
C -1.295 -3.091 0.346
C -2.419 -2.421 -0.159
C -3.065 -2.869 -1.273
C -2.899 -4.141 -1.744
C -1.918 -4.946 -1.137
C -1.097 -4.419 -0.197
H 0.134 -7.097 5.378
H -1.768 -6.650 3.749
H -1.680 -4.637 2.371
H 2.353 -3.808 3.751
H 2.077 -5.610 5.403
H 1.536 -2.444 2.120
H -2.803 -1.555 0.420
H -3.744 -2.194 -1.750
H -3.590 -4.511 -2.528
H -1.834 -5.956 -1.516
H -0.322 -5.070 0.123

***

Entry 2:
Computed, not measured: a structure of composition C44H40N3O6PS in a non-equilibrium geometry, with ωB97M-V with the def2-TZVPD basis set.

Output
gap between HOMO and LUMO: 6.32 eV
E: -83153.4280 eV
largest force on an atom: 2.13 eV/Å

Element x y z (Å)
C 1.230 0.319 5.120
C 0.772 -0.020 3.663
P 1.391 1.370 2.587
C 1.793 0.807 0.856
C 3.335 1.002 0.650
C 0.214 2.788 2.605
C -1.120 2.593 2.728
C -2.040 3.727 2.789
C -3.521 3.366 2.934
C -4.074 2.656 1.682
C -5.301 1.721 1.924
C -4.933 0.211 1.796
C -6.015 1.916 3.287
C -1.578 5.008 2.738
C -2.457 6.248 2.836
O -2.150 6.961 4.073
N -1.969 6.056 5.128
O -0.999 6.312 5.729
C -0.165 5.204 2.580
N 0.425 6.410 2.487
S 2.005 6.077 2.352
N 2.052 4.442 2.383
C 0.762 4.117 2.518
H 0.726 -0.298 5.872
H 2.325 0.216 5.159
H 1.013 1.390 5.259
H -0.331 0.062 3.687
H 1.099 -1.011 3.330
H 1.201 1.291 0.068
H 1.602 -0.279 0.787
H 3.620 1.046 -0.407
H 3.583 1.955 1.146
H 3.854 0.226 1.226
H -1.549 1.592 2.805
H -4.109 4.264 3.158
H -3.575 2.747 3.846
H -4.353 3.395 0.912
H -3.270 2.055 1.224
H -6.045 1.913 1.134
H -4.086 0.036 1.119
H -4.776 -0.281 2.765
H -5.799 -0.291 1.329
H -5.480 1.338 4.058
H -7.011 1.447 3.224
H -6.138 2.966 3.582
H -2.136 6.940 2.046
H -3.530 6.043 2.812
C -1.484 -3.633 -3.086
C -1.794 -2.522 -2.308
C -2.414 -2.685 -1.080
C -2.738 -3.959 -0.629
C -2.448 -5.072 -1.421
C -1.810 -4.905 -2.644
C -2.830 -6.440 -0.976
O -2.575 -7.409 -1.662
C -3.540 -6.594 0.323
C -3.955 -7.856 0.729
C -4.605 -8.014 1.942
C -4.835 -6.912 2.760
C -4.428 -5.651 2.357
C -3.788 -5.485 1.135
C -3.388 -4.121 0.700
O -3.591 -3.157 1.410
H -0.991 -3.505 -4.042
H -1.549 -1.528 -2.661
H -2.651 -1.820 -0.474
H -1.573 -5.768 -3.253
H -3.774 -8.715 0.096
H -4.932 -8.998 2.254
H -5.337 -7.039 3.711
H -4.612 -4.794 2.992
C 5.285 -3.337 -4.861
C 5.662 -3.212 -6.195
C 6.013 -1.973 -6.704
C 5.976 -0.850 -5.886
C 5.574 -0.972 -4.555
C 5.240 -2.221 -4.043
C 5.482 0.226 -3.677
O 5.137 0.120 -2.518
C 5.814 1.557 -4.252
C 5.680 2.694 -3.464
C 5.998 3.938 -3.983
C 6.461 4.051 -5.291
C 6.592 2.921 -6.082
C 6.261 1.673 -5.570
C 6.372 0.472 -6.442
O 6.773 0.570 -7.584
H 5.020 -4.308 -4.462
H 5.685 -4.085 -6.835
H 6.312 -1.878 -7.740
H 4.941 -2.318 -3.008
H 5.323 2.608 -2.446
H 5.888 4.822 -3.369
H 6.717 5.023 -5.693
H 6.948 3.011 -7.100

***

Entry 3:
Computed, not measured: a structure of composition C44H41GeHfN3 in a non-equilibrium geometry, with ωB97M-V with the def2-TZVPD basis set.

Output
⟨S²⟩: 0.756
gap between HOMO and LUMO (alpha / beta): 6.45 / 5.97 eV
E: -108575.3706 eV
spin multiplicity: 2
total charge: +1
largest force on an atom: 3.49 eV/Å

Element x y z (Å)
Hf 0.480 0.534 -0.019
C 3.394 -1.012 1.450
C 2.792 -0.061 0.349
C 2.680 -0.518 -0.981
C 2.072 0.216 -1.961
C 1.862 -0.373 -3.343
C 1.682 1.541 -1.651
C 2.307 2.183 -0.509
C 2.592 3.647 -0.486
C 2.822 1.344 0.435
H 2.600 -1.688 1.876
H 3.754 -0.447 2.352
H 4.314 -1.550 1.237
H 3.035 -1.522 -1.156
H 2.723 0.024 -3.866
H 0.999 -0.063 -3.913
H 1.924 -1.473 -3.309
H 1.213 2.289 -2.350
H 2.414 4.097 0.517
H 1.989 4.220 -1.219
H 3.655 3.652 -0.686
H 3.211 1.807 1.292
C -2.661 -2.441 -0.196
C -1.700 -1.368 0.216
N -0.311 -1.628 -0.049
C 0.041 -2.993 -0.292
C -0.820 -4.032 -0.363
C -2.229 -3.669 -0.562
C -0.437 -5.487 -0.291
C 0.679 -6.093 0.066
C 1.930 -5.506 0.465
C 2.247 -4.910 1.650
C 3.426 -4.182 1.758
N 4.407 -4.157 0.853
C 3.977 -4.840 -0.245
N 2.866 -5.541 -0.494
H -3.727 -2.149 -0.299
H -2.027 -0.741 0.999
H 1.105 -3.135 -0.273
H -2.941 -4.424 -0.862
H -1.264 -6.068 -0.723
H 0.652 -7.148 0.091
H 1.523 -4.961 2.469
H 3.694 -3.707 2.670
H 4.677 -4.806 -1.069
C -1.042 -0.667 -0.982
C -1.358 -0.839 -2.412
C -1.803 0.372 -2.957
C -2.208 0.427 -4.301
C -1.957 -0.657 -5.124
C -1.576 -1.824 -4.567
C -1.401 -2.012 -3.187
H -1.887 1.208 -2.280
H -2.612 1.404 -4.716
H -1.979 -0.710 -6.203
H -1.460 -2.694 -5.203
H -1.076 -3.020 -2.879
C -1.463 4.239 -1.578
Ge -1.251 2.945 -0.185
C -2.994 2.257 0.391
C -3.930 1.745 -0.536
C -5.128 1.183 -0.128
C -5.509 1.136 1.189
C -4.652 1.693 2.126
C -3.434 2.275 1.759
C -0.395 3.600 1.514
C -0.202 4.933 1.769
C 0.669 5.303 2.919
C 1.177 4.352 3.774
C 0.945 2.983 3.510
C 1.433 1.980 4.349
C 1.264 0.640 4.101
C 0.384 0.299 3.000
C -0.231 1.290 2.259
C 0.080 2.643 2.407
H -2.065 4.925 -1.065
H -2.137 3.744 -2.277
H -0.592 4.717 -2.054
H -3.662 1.841 -1.584
H -5.789 0.892 -0.897
H -6.470 0.809 1.467
H -4.977 1.687 3.207
H -2.811 2.772 2.499
H -0.656 5.712 1.203
H 0.696 6.356 3.201
H 1.806 4.635 4.608
H 1.985 2.403 5.214
H 1.532 -0.158 4.771
H 0.207 -0.732 2.730
H -1.091 1.053 1.575

***

Entry 4:
Computed, not measured: a structure of composition C44H41N7O2TeZr in a non-equilibrium geometry, with ωB97M-V with the def2-TZVPD basis set.

Output
gap between HOMO and LUMO: 5.78 eV
E: -69382.2481 eV
total charge: +2
largest force on an atom: 1.87 eV/Å

Element x y z (Å)
Zr -0.164 -0.733 -0.804
C 2.655 -0.870 -2.791
C 2.476 -2.350 -3.119
C 2.061 -3.256 -1.988
C 2.620 -4.533 -1.947
C 2.206 -5.445 -0.995
C 1.201 -5.056 -0.122
C 0.699 -3.773 -0.223
N 1.129 -2.858 -1.109
N 1.411 -0.120 -2.542
C 0.579 -0.099 -3.764
C -0.330 -1.297 -3.891
C -0.780 -1.742 -5.130
C -1.628 -2.837 -5.184
C -1.989 -3.462 -3.993
C -1.505 -2.955 -2.803
N -0.701 -1.883 -2.744
C 1.770 1.282 -2.236
C 0.551 2.035 -1.749
C 0.368 3.353 -2.028
C -0.857 3.972 -1.623
C -1.703 3.293 -0.832
C -1.371 1.953 -0.344
N -0.350 1.266 -1.068
H 3.193 -0.408 -3.635
H 3.297 -0.796 -1.909
H 3.434 -2.708 -3.502
H 1.755 -2.481 -3.932
H 3.372 -4.808 -2.670
H 2.636 -6.432 -0.948
H 0.808 -5.732 0.620
H -0.111 -3.471 0.432
H 1.212 -0.019 -4.662
H -0.049 0.805 -3.733
H -0.471 -1.241 -6.035
H -1.993 -3.202 -6.131
H -2.636 -4.324 -3.996
H -1.763 -3.415 -1.852
H 2.194 1.776 -3.124
H 2.541 1.310 -1.458
H 1.101 3.910 -2.584
H -1.093 4.956 -1.995
H -2.659 3.693 -0.533
H -2.269 1.335 -0.263
O -3.248 -1.446 4.349
C -3.335 -2.735 4.410
O -3.748 -3.639 5.033
C -2.613 -2.278 3.204
C -3.287 -2.098 1.919
C -2.586 -1.686 0.831
N -1.215 -1.515 0.823
C -0.542 -1.762 2.007
C -1.157 -2.163 3.150
C 0.912 -1.544 1.937
C 1.791 -2.008 2.920
C 3.133 -1.689 2.855
C 3.575 -0.892 1.804
C 2.655 -0.493 0.853
N 1.355 -0.815 0.881
C -3.249 -1.317 -0.428
C -4.599 -1.568 -0.697
C -5.170 -1.052 -1.843
C -4.384 -0.283 -2.699
C -3.051 -0.106 -2.387
N -2.480 -0.620 -1.290
H -4.355 -2.224 1.902
H -0.617 -2.336 4.065
H 1.424 -2.616 3.729
H 3.819 -2.035 3.612
H 4.605 -0.584 1.728
H 2.974 0.152 0.042
H -5.190 -2.154 -0.013
H -6.211 -1.228 -2.063
H -4.803 0.165 -3.584
H -2.404 0.494 -3.023
C 2.615 6.506 4.554
C 1.817 5.403 3.935
C 2.178 4.071 4.074
C 1.445 3.050 3.488
C 1.853 1.631 3.752
C 0.317 3.363 2.724
Te -0.846 1.712 1.894
C -0.103 4.693 2.632
C -1.369 5.078 1.935
C 0.661 5.688 3.223
H 3.530 6.128 5.002
H 2.031 7.004 5.328
H 2.871 7.255 3.806
H 3.041 3.818 4.674
H 2.829 1.593 4.226
H 1.886 1.059 2.825
H 1.131 1.161 4.419
H -1.261 4.970 0.859
H -1.622 6.112 2.149
H -2.190 4.440 2.272
H 0.336 6.714 3.143

***

Entry 5:
Computed, not measured: a structure of composition C44H42AsCl2O12Si in a non-equilibrium geometry, with ωB97M-V with the def2-TZVPD basis set.

Output
gap between HOMO and LUMO: 3.43 eV
E: -164624.4565 eV
total charge: -1
largest force on an atom: 6.76 eV/Å

Element x y z (Å)
C 0.296 -0.318 -4.747
C -0.620 -0.837 -3.698
As -0.673 -0.221 -1.755
C -1.162 1.622 -2.411
Cl 0.297 2.778 -2.750
C -2.560 2.101 -2.647
C -3.802 1.027 -2.326
Cl -2.898 3.844 -3.261
Si -0.013 -2.371 -1.073
C 1.405 -3.101 -2.157
C 0.362 -2.445 0.848
C -1.569 -3.536 -1.355
H 0.451 0.851 -4.901
H 0.859 -1.041 -5.484
H -1.414 -1.663 -4.003
H -2.115 -0.743 -1.705
H -0.685 0.273 -0.270
H 0.854 0.158 -1.822
H -3.628 0.503 -1.288
H -3.833 0.242 -3.213
H -4.828 1.608 -2.355
H 1.114 -3.255 -3.298
H 1.699 -4.187 -1.765
H 2.419 -2.475 -2.097
H 0.342 -3.567 1.242
H 1.449 -2.036 1.109
H -0.471 -1.780 1.376
H -2.498 -2.880 -1.708
H -1.856 -4.113 -0.352
H -1.328 -4.398 -2.141
C -4.530 2.007 -6.669
C -3.681 1.103 -6.170
C -3.161 0.000 -7.002
O -2.385 -0.829 -6.546
C -3.616 -0.066 -8.405
C -4.465 0.837 -8.903
C -4.985 1.941 -8.072
O -5.761 2.770 -8.528
H -4.921 2.822 -6.072
H -3.338 1.138 -5.143
H -3.225 -0.881 -9.002
H -4.808 0.803 -9.930
C -3.507 2.744 1.660
C -2.510 1.961 1.237
C -2.144 0.728 1.962
O -1.230 0.011 1.577
C -2.923 0.394 3.171
C -3.920 1.177 3.594
C -4.286 2.410 2.869
O -5.199 3.127 3.254
H -3.788 3.652 1.140
H -1.930 2.192 0.352
H -2.642 -0.514 3.691
H -4.500 0.946 4.480
C -7.744 5.457 3.418
C -7.444 4.676 4.461
C -8.050 4.905 5.788
O -7.775 4.193 6.744
C -9.000 6.028 5.917
C -9.299 6.808 4.874
C -8.694 6.580 3.547
O -8.969 7.292 2.592
H -7.308 5.303 2.439
H -6.750 3.848 4.383
H -9.435 6.182 6.897
H -9.993 7.636 4.953
C 6.161 -1.799 1.914
C 5.188 -1.990 1.018
C 4.573 -0.855 0.301
O 3.681 -1.029 -0.518
C 5.077 0.497 0.611
C 6.050 0.688 1.507
C 6.664 -0.446 2.225
O 7.556 -0.273 3.044
H 6.622 -2.620 2.450
H 4.808 -2.976 0.779
H 4.616 1.319 0.076
H 6.429 1.675 1.747
C 1.906 -5.946 3.477
C 0.837 -6.492 4.066
C 0.402 -6.064 5.411
O -0.575 -6.565 5.951
C 1.191 -5.010 6.078
C 2.260 -4.464 5.488
C 2.695 -4.891 4.144
O 3.672 -4.391 3.603
H 2.239 -6.248 2.492
H 0.247 -7.266 3.590
H 0.858 -4.707 7.063
H 2.849 -3.690 5.965
C 10.234 1.519 -1.342
C 11.231 0.735 -1.765
C 11.597 -0.497 -1.039
O 12.511 -1.214 -1.425
C 10.818 -0.831 0.170
C 9.821 -0.048 0.592
C 9.455 1.185 -0.133
O 8.542 1.901 0.252
H 9.953 2.427 -1.861
H 11.811 0.966 -2.650
H 11.099 -1.739 0.689
H 9.241 -0.279 1.478

***

Q: Look up the largest force on an atom of the fifth one.
A: 6.76 eV/Å